# 1
14
Properties=species:S:1:pos:R:3:lowdin_charge:R:1 method="wB97M-V/def2-TZVPD" e_above_lowest_kcal_mol=88.7 e_lumo_ev="0.1 / 0.1" max_force_ha_per_bohr=0.011 spin_multiplicity=1 charge=0 gap_ev="8.521 / 8.524" e_homo_ev="-8.443 / -8.445"
C 0.238 1.028 1.763 -0.063
C -0.135 -0.449 -0.698 -0.607
N -1.277 -0.899 -1.404 0.090
C -0.371 -0.031 0.879 -0.331
C 1.069 -0.056 -1.250 0.150
N 0.316 -1.156 0.513 0.116
H -1.399 -0.441 -2.298 0.079
H -1.289 -1.906 -1.504 0.087
H -1.462 -0.091 0.908 0.133
H 1.367 -0.385 -2.241 0.072
H 1.775 0.525 -0.679 0.059
H 1.301 1.152 1.556 0.067
H 0.137 0.720 2.807 0.077
H -0.268 1.989 1.648 0.071



# 2
14
Properties=species:S:1:pos:R:3:lowdin_charge:R:1 method="wB97M-V/def2-TZVPD" e_above_lowest_kcal_mol=48.8 e_lumo_ev=1.0 max_force_ha_per_bohr=0.022 spin_multiplicity=1 charge=0 gap_ev=10.270 e_homo_ev=-9.316
C 1.906 -0.319 -1.065 -0.113
N 1.157 -0.811 0.090 -0.037
C -0.793 -0.554 -0.164 -0.431
O -1.226 -1.274 -1.007 0.095
N -0.797 0.327 0.730 -0.041
C -1.962 1.128 1.035 -0.116
H 1.397 -0.727 -1.940 0.078
H 2.969 -0.601 -1.102 0.076
H 1.865 0.770 -1.103 0.084
H 1.290 -1.797 0.275 0.115
H 0.935 -0.196 0.859 0.070
H -2.082 1.113 2.117 0.070
H -1.789 2.168 0.726 0.076
H -2.869 0.775 0.549 0.075



# 3
34
Properties=species:S:1:pos:R:3:lowdin_charge:R:1 method="wB97M-V/def2-TZVPD" e_above_lowest_kcal_mol=26.1 e_lumo_ev=-0.1 max_force_ha_per_bohr=0.020 spin_multiplicity=1 charge=0 gap_ev=9.655 e_homo_ev=-9.723
Ar -11.005 -18.081 4.952 0.316
O -14.847 -18.971 5.163 -0.028
H -14.892 -19.896 4.921 0.082
H -15.642 -18.818 5.675 0.076
O -8.896 -16.286 2.944 -0.043
H -8.708 -16.241 2.006 0.073
H -8.320 -15.630 3.336 0.073
O -8.119 -19.280 6.290 -0.048
H -8.139 -19.117 5.347 -0.003
H -7.722 -18.493 6.662 0.055
O -10.250 -20.368 7.558 -0.083
H -11.126 -19.985 7.587 -0.024
H -9.721 -19.722 7.091 -0.049
O -11.402 -19.422 2.396 -0.095
H -11.640 -20.313 2.654 0.056
H -10.446 -19.433 2.351 0.011
O -11.126 -14.698 3.539 -0.085
H -10.396 -15.294 3.372 -0.045
H -11.908 -15.219 3.352 -0.034
O -8.173 -19.221 3.128 -0.045
H -7.817 -19.430 2.265 0.050
H -8.320 -18.276 3.105 -0.011
O -13.699 -15.430 2.986 -0.041
H -13.681 -16.304 3.377 0.004
H -14.264 -14.919 3.566 0.052
O -12.103 -16.424 7.913 -0.029
H -12.417 -15.688 7.387 0.064
H -12.744 -16.505 8.619 0.062
O -13.889 -18.269 2.748 -0.062
H -14.265 -18.352 3.625 -0.028
H -13.054 -18.733 2.801 -0.028
O -12.757 -18.843 7.101 -0.128
H -12.518 -17.975 7.424 -0.050
H -13.575 -18.705 6.623 -0.014



# 4
93
Properties=species:S:1:pos:R:3:lowdin_charge:R:1 method="wB97M-V/def2-TZVPD" e_lumo_ev=-3.5 max_force_ha_per_bohr=0.026 spin_multiplicity=1 charge=+1 gap_ev=7.350 e_homo_ev=-10.852
C -6.542 -1.910 -4.579 -0.084
C -6.103 -1.849 -3.106 -0.205
C -4.554 -1.902 -2.997 -0.367
C -4.136 -3.255 -2.435 -0.026
N -4.106 -0.831 -2.086 0.116
C -2.775 -0.468 -2.135 -0.236
N -2.294 0.146 -1.100 0.174
C -0.914 0.617 -0.926 -0.111
C -0.837 1.607 0.254 -0.165
C 0.308 1.313 1.220 -0.202
C 0.086 2.055 2.556 -0.232
C 1.366 2.540 3.217 -0.220
C 2.285 1.405 3.693 -0.201
C 3.685 1.924 4.059 -0.213
C 4.176 1.447 5.422 -0.211
C 5.608 1.931 5.717 -0.163
C 6.692 0.888 5.457 -0.246
O 7.272 0.498 6.687 -0.188
C 8.472 -0.218 6.499 -0.117
N -1.978 -0.720 -3.266 -0.086
C -0.961 -1.775 -3.194 -0.092
C -1.106 -2.800 -4.324 -0.173
F 0.039 -2.817 -5.094 -0.047
O -1.484 0.476 -3.797 -0.092
C -2.328 0.960 -4.871 -0.096
C -1.757 0.539 -6.206 -0.409
C -0.241 0.698 -6.307 -0.026
O -2.424 1.378 -7.149 -0.031
H -5.913 -2.633 -5.106 0.076
H -6.387 -0.956 -5.080 0.078
H -7.563 -2.259 -4.689 0.078
H -6.483 -0.921 -2.682 0.062
H -6.522 -2.718 -2.607 0.106
H -4.180 -1.782 -4.014 0.117
H -4.636 -3.457 -1.493 0.079
H -3.053 -3.314 -2.317 0.059
H -4.399 -4.013 -3.172 0.100
H -4.677 0.006 -2.174 0.129
H -2.903 0.294 -0.302 0.082
H -0.559 1.108 -1.824 0.124
H -0.284 -0.241 -0.700 0.127
H -0.709 2.617 -0.132 0.126
H -1.766 1.599 0.831 0.088
H 1.268 1.645 0.823 0.122
H 0.377 0.243 1.420 0.113
H -0.517 2.940 2.327 0.097
H -0.513 1.454 3.240 0.089
H 1.922 3.224 2.576 0.116
H 1.076 3.101 4.111 0.108
H 1.826 0.883 4.533 0.113
H 2.353 0.690 2.869 0.101
H 4.413 1.658 3.292 0.117
H 3.644 3.016 4.100 0.108
H 4.192 0.354 5.431 0.109
H 3.487 1.758 6.207 0.112
H 5.817 2.826 5.130 0.108
H 5.688 2.232 6.761 0.115
H 6.260 -0.002 4.982 0.119
H 7.468 1.282 4.793 0.119
H 9.297 0.451 6.241 0.093
H 8.356 -0.949 5.691 0.087
H 8.697 -0.768 7.406 0.033
H 0.014 -1.302 -3.318 0.140
H -0.996 -2.258 -2.219 0.126
H -1.941 -2.517 -4.964 0.113
H -1.298 -3.798 -3.932 0.118
H -3.313 0.513 -4.741 0.122
H -2.419 2.039 -4.785 0.143
H -2.025 -0.496 -6.443 0.139
H 0.268 -0.203 -5.973 0.063
H 0.087 1.582 -5.764 0.092
H -0.010 0.861 -7.358 0.052
H -2.275 1.026 -8.028 0.056
C -6.402 0.186 0.916 -2.017
Cl -7.086 0.885 -0.557 0.562
Cl -7.441 0.536 2.284 0.586
Cl -6.219 -1.557 0.726 0.559
Cl -4.805 0.920 1.209 0.493
C 9.403 -3.010 9.765 -2.064
Cl 10.116 -4.286 10.751 0.529
Cl 9.099 -3.625 8.135 0.523
Cl 7.879 -2.484 10.484 0.525
Cl 10.516 -1.641 9.677 0.529
C -3.064 2.589 5.257 -2.041
Cl -2.037 1.400 6.061 0.538
Cl -3.656 1.908 3.725 0.457
Cl -4.440 2.981 6.281 0.552
Cl -2.130 4.050 4.926 0.544
C 0.736 -1.111 -9.960 -2.055
Cl 1.854 0.244 -9.797 0.540
Cl 0.826 -2.128 -8.519 0.534
Cl -0.919 -0.489 -10.132 0.527
Cl 1.148 -2.059 -11.383 0.551



# 5
24
Properties=species:S:1:pos:R:3:lowdin_charge:R:1 method="wB97M-V/def2-TZVPD" e_above_lowest_kcal_mol=62.4 e_lumo_ev=0.9 max_force_ha_per_bohr=0.130 spin_multiplicity=1 charge=0 gap_ev=9.596 e_homo_ev=-8.650 smiles=Cc1ccc(O)cc1.CC
C -1.384 1.248 2.664 -0.114
C -0.661 0.438 1.750 -0.372
C -0.111 1.188 0.716 -0.032
C 0.741 0.521 -0.212 -0.028
C 0.908 -0.819 0.068 -0.372
O 1.772 -1.505 -0.750 -0.007
C 0.340 -1.483 1.106 -0.026
C -0.427 -0.901 2.099 -0.008
H -2.259 1.862 2.335 0.081
H -0.582 1.966 3.227 0.132
H -1.849 0.450 3.554 0.139
H -0.483 2.160 0.460 0.110
H 1.289 0.993 -1.003 0.114
H 1.282 -1.974 -1.476 0.121
H 0.600 -2.560 1.209 0.133
H -0.668 -1.215 3.072 0.094
C -0.545 1.211 -2.919 -0.213
C -0.355 -0.220 -3.161 -0.178
H -0.633 1.480 -1.772 0.070
H 0.260 1.974 -3.222 0.096
H -1.449 1.581 -3.445 0.066
H -1.295 -0.803 -3.231 0.090
H 0.397 -0.457 -2.340 0.047
H 0.184 -0.509 -4.036 0.057



# 6
8
Properties=species:S:1:pos:R:3:lowdin_charge:R:1 method="wB97M-V/def2-TZVPD" e_above_lowest_kcal_mol=47.8 e_lumo_ev=0.2 max_force_ha_per_bohr=0.046 spin_multiplicity=1 charge=0 gap_ev=9.911 e_homo_ev=-9.712 smiles="O=C(F)Br.ClC#CBr"
O -1.513 0.144 -0.696 0.072
C -1.530 -0.753 0.020 -0.949
F -1.082 -0.576 1.298 0.032
Br -2.140 -2.529 -0.438 0.758
Cl 1.212 -0.669 -1.605 0.760
C 1.428 0.482 -0.478 -0.728
C 1.511 1.255 0.433 -0.677
Br 2.115 2.645 1.468 0.732



# 7
29
Properties=species:S:1:pos:R:3:lowdin_charge:R:1 method="wB97M-V/def2-TZVPD" e_above_lowest_kcal_mol=111.5 e_lumo_ev="-8.8 / -8.8" max_force_ha_per_bohr=0.075 spin_multiplicity=1 charge=+2 gap_ev="7.546 / 7.539" e_homo_ev="-16.320 / -16.314"
C -0.695 1.732 -0.798 -0.045
C 1.696 1.129 -0.602 0.138
C -0.965 -0.130 0.607 0.035
C 2.558 0.284 -0.099 -0.239
C 2.780 -1.185 -0.301 0.003
C 3.383 0.869 1.050 0.000
C -3.755 0.196 0.670 -0.064
C -0.430 -2.470 -0.280 -0.009
C -2.881 0.988 -0.241 -0.108
N -1.362 0.780 -0.256 -0.037
N 0.684 1.814 -1.095 0.155
N -0.675 -1.382 0.680 0.074
H -1.170 2.602 -1.194 0.162
H 3.857 -1.211 -0.308 0.104
H 2.532 -1.723 0.604 0.101
H 2.263 -1.516 -1.224 0.107
H 3.360 0.233 1.876 0.073
H 4.487 0.771 0.770 0.146
H 3.211 1.860 1.471 0.106
H -4.760 0.573 0.706 0.102
H -4.003 -0.804 0.434 0.078
H -3.370 0.256 1.707 0.108
H -1.336 -3.060 -0.401 0.100
H 0.310 -3.206 0.210 0.140
H -0.227 -2.117 -1.312 0.108
H -3.151 0.834 -1.381 0.190
H -2.989 2.061 -0.047 0.140
H 0.906 2.663 -1.652 0.205
H -0.382 -1.716 1.538 0.127



# 8
11
Properties=species:S:1:pos:R:3:lowdin_charge:R:1 method="wB97M-V/def2-TZVPD" e_above_lowest_kcal_mol=29.1 e_lumo_ev=0.6 max_force_ha_per_bohr=0.013 spin_multiplicity=1 charge=0 gap_ev=8.907 e_homo_ev=-8.309 smiles="Nc1coc(=O)[nH]1"
N 1.624 -0.342 0.768 0.111
C 0.329 -0.196 0.289 -0.372
C -0.833 -0.066 0.934 -0.052
O -1.806 0.376 0.040 0.072
C -1.218 0.547 -1.191 -0.515
O -1.762 0.985 -2.172 0.104
N 0.083 0.088 -1.049 0.179
H 2.167 -1.073 0.327 0.093
H 1.622 -0.462 1.772 0.095
H -1.032 -0.083 1.995 0.121
H 0.815 0.273 -1.714 0.164



Among the records above, which one has the highest charge?
C9H17N3